1.
The following is a DFT calculation (the ωB97M-V functional and the def2-TZVPD basis) of a cluster of 2 separate species, C6H8NS in total.

Last column: Mulliken charge in e.
Geometry (Å):
C (-1.538, -1.558, -0.270)  -0.125
C (-1.527, -0.621, 0.771)  -0.293
C (-0.551, -1.787, -1.106)  -0.790
C (-0.410, 0.127, 1.130)  -0.405
C (0.581, -0.800, -0.933)  -0.141
C (0.684, -0.026, 0.258)  0.636
N (1.374, 2.301, 0.177)  -0.732
S (2.047, -0.988, 0.202)  0.031
H (-2.401, -2.179, -0.222)  0.373
H (-2.439, -0.674, 1.388)  0.346
H (-0.812, -2.297, -2.066)  0.353
H (-0.425, 0.930, 1.861)  0.443
H (0.982, -0.261, -1.805)  0.443
H (1.920, 2.418, 1.030)  0.284
H (0.471, 2.843, 0.174)  0.296
H (2.042, 2.572, -0.588)  0.282

The spin multiplicity is 1. The HOMO energy comes out at -13.5588 eV. The calculation puts the energy above the lowest of the compared OMol25 structures with the same formula, charge and spin at 43.4 kcal per mole. The largest force on an atom comes out at 2.85 eV Å⁻¹. Its total charge is +1. Its HOMO-LUMO gap is 0.292 Ha. The LUMO energy comes out at -5.6 eV.

***

2.
The following is a DFT calculation (the ωB97M-V functional and the def2-TZVPD basis) of a cluster of 14 separate species, C79H184Cl2 in total.

Last column: Mulliken charge in e.
Geometry (Å):
C (1.276, 5.784, -7.745)  -1.613
C (1.533, 4.845, -6.575)  0.507
C (0.649, 3.610, -6.484)  -1.162
C (0.902, 2.555, -5.395)  1.549
C (-0.152, 1.428, -5.486)  -0.051
C (-0.052, 0.438, -6.687)  -1.520
H (1.505, 5.299, -8.707)  0.325
H (1.908, 6.650, -7.626)  0.462
H (0.246, 6.098, -7.726)  0.342
H (2.561, 4.544, -6.673)  0.009
H (1.456, 5.456, -5.656)  0.021
H (0.749, 3.085, -7.437)  0.349
H (-0.412, 3.861, -6.437)  0.394
H (1.946, 2.164, -5.392)  0.151
H (0.812, 3.024, -4.418)  -0.836
H (-0.069, 0.763, -4.636)  -0.376
H (-1.155, 1.864, -5.449)  0.450
H (0.943, 0.008, -6.782)  0.198
H (-0.790, -0.345, -6.533)  0.326
H (-0.350, 0.974, -7.594)  0.528
C (7.474, 4.115, 1.781)  -1.442
C (5.923, 4.034, 1.988)  -0.458
C (5.465, 2.660, 2.596)  1.733
C (6.160, 1.417, 2.049)  -0.934
C (5.544, 0.154, 2.497)  0.715
C (5.907, -1.119, 1.754)  -0.915
H (7.813, 5.132, 1.476)  0.376
H (7.789, 3.445, 0.977)  0.318
H (8.079, 3.782, 2.631)  0.353
H (5.621, 4.819, 2.645)  0.490
H (5.507, 4.237, 1.004)  0.076
H (4.393, 2.567, 2.487)  -1.280
H (5.671, 2.705, 3.674)  0.184
H (6.121, 1.492, 0.985)  0.260
H (7.193, 1.453, 2.346)  0.395
H (5.661, 0.042, 3.593)  0.357
H (4.459, 0.200, 2.386)  -0.634
H (5.642, -1.035, 0.688)  0.081
H (6.991, -1.360, 1.769)  0.451
H (5.381, -2.004, 2.125)  0.068
C (-7.202, -8.433, -3.628)  -1.198
C (-6.561, -7.101, -3.307)  -0.304
C (-5.171, -7.302, -2.792)  -0.749
C (-4.611, -5.987, -2.267)  -0.328
C (-3.419, -6.214, -1.344)  -1.184
C (-2.672, -5.002, -0.851)  1.101
H (-7.819, -8.329, -4.576)  0.320
H (-7.812, -8.842, -2.815)  0.306
H (-6.443, -9.150, -3.942)  0.349
H (-6.511, -6.344, -4.117)  0.324
H (-7.174, -6.592, -2.537)  0.277
H (-4.528, -7.640, -3.623)  0.283
H (-5.089, -8.077, -2.020)  0.379
H (-4.353, -5.343, -3.132)  0.252
H (-5.348, -5.445, -1.648)  0.344
H (-3.772, -6.833, -0.499)  0.617
H (-2.644, -6.730, -1.914)  0.297
H (-2.288, -4.337, -1.639)  -0.616
H (-3.271, -4.349, -0.214)  -0.152
H (-1.840, -5.173, -0.170)  -0.608
C (3.167, -1.751, -3.822)  -1.007
C (3.798, -1.848, -2.443)  -0.378
C (3.081, -2.865, -1.548)  0.646
C (3.516, -2.928, -0.072)  0.556
C (2.602, -3.848, 0.774)  0.469
C (2.801, -3.684, 2.256)  -1.161
H (3.814, -1.205, -4.456)  0.460
H (2.182, -1.326, -3.710)  -0.155
H (3.053, -2.766, -4.248)  0.250
H (4.855, -2.080, -2.501)  0.762
H (3.785, -0.870, -1.976)  -0.228
H (3.217, -3.834, -2.052)  0.583
H (2.029, -2.566, -1.585)  -0.864
H (4.529, -3.330, -0.026)  0.831
H (3.611, -1.933, 0.342)  -1.563
H (1.562, -3.528, 0.510)  -0.583
H (2.723, -4.896, 0.483)  0.664
H (2.302, -4.393, 2.921)  0.281
H (3.870, -3.728, 2.522)  0.448
H (2.487, -2.683, 2.567)  -0.147
C (-2.673, -4.497, 4.983)  -0.550
C (-4.044, -5.053, 4.456)  -0.475
C (-5.220, -4.076, 4.373)  -1.113
C (-5.114, -2.906, 3.424)  0.508
C (-4.982, -3.361, 1.929)  0.035
C (-5.081, -2.281, 0.857)  -0.826
H (-2.749, -4.092, 5.970)  0.396
H (-2.281, -3.776, 4.274)  -0.256
H (-2.000, -5.321, 5.049)  0.393
H (-3.999, -5.542, 3.476)  0.202
H (-4.311, -5.879, 5.106)  0.423
H (-5.441, -3.613, 5.322)  0.434
H (-6.124, -4.642, 4.086)  0.331
H (-6.067, -2.322, 3.508)  0.448
H (-4.310, -2.208, 3.617)  -0.601
H (-4.017, -3.894, 1.813)  -0.322
H (-5.665, -4.165, 1.681)  0.553
H (-5.044, -2.756, -0.156)  0.175
H (-6.054, -1.790, 0.915)  0.567
H (-4.313, -1.498, 0.888)  -0.180
C (3.256, 6.770, -3.083)  -0.973
C (4.078, 5.864, -4.052)  -0.655
C (4.168, 4.406, -3.651)  1.089
C (5.042, 3.581, -4.558)  -1.296
C (5.151, 2.154, -3.968)  1.033
C (5.952, 1.231, -4.836)  -1.616
H (3.142, 7.773, -3.502)  0.405
H (3.817, 6.822, -2.130)  0.369
H (2.303, 6.272, -2.918)  -0.057
H (3.579, 5.974, -5.002)  0.157
H (5.039, 6.312, -4.216)  0.462
H (3.168, 3.953, -3.653)  -0.604
H (4.577, 4.329, -2.631)  0.183
H (4.683, 3.473, -5.568)  0.203
H (6.007, 4.026, -4.666)  0.625
H (5.522, 2.175, -2.934)  0.215
H (4.155, 1.743, -3.826)  -0.496
H (6.994, 1.607, -4.899)  0.384
H (5.983, 0.217, -4.505)  0.408
H (5.452, 1.174, -5.810)  0.312
C (0.327, -5.822, -2.548)  -0.805
C (-0.631, -5.488, -3.709)  -0.347
C (-0.395, -4.110, -4.367)  1.096
C (0.550, -4.208, -5.601)  -1.401
C (0.789, -2.879, -6.351)  0.924
C (1.958, -2.979, -7.261)  -1.702
H (0.141, -6.815, -2.131)  0.485
H (0.091, -5.191, -1.711)  -0.178
H (1.397, -5.708, -2.727)  0.356
H (-0.501, -6.251, -4.459)  0.521
H (-1.637, -5.581, -3.359)  -0.263
H (0.140, -3.383, -3.713)  -0.762
H (-1.330, -3.632, -4.680)  0.289
H (1.494, -4.534, -5.201)  0.295
H (0.249, -4.997, -6.268)  0.512
H (-0.119, -2.622, -6.880)  0.618
H (0.987, -2.064, -5.630)  -0.668
H (2.189, -2.029, -7.812)  0.354
H (2.876, -3.178, -6.730)  0.309
H (1.851, -3.634, -8.104)  0.429
C (-4.362, 1.675, 0.234)  0.158
C (-5.241, 1.502, -0.983)  -0.954
C (-4.528, 1.403, -2.318)  -0.628
C (-3.586, 0.209, -2.307)  1.747
C (-3.207, -0.299, -3.713)  -1.048
C (-2.202, -1.426, -3.701)  0.193
H (-4.953, 1.730, 1.187)  0.529
H (-3.822, 2.638, 0.243)  -0.223
H (-3.574, 0.932, 0.310)  -0.389
H (-5.834, 0.581, -0.901)  0.208
H (-5.946, 2.317, -0.979)  0.509
H (-4.078, 2.391, -2.441)  0.014
H (-5.343, 1.346, -3.045)  0.391
H (-2.668, 0.454, -1.762)  -0.763
H (-4.070, -0.581, -1.724)  -0.379
H (-4.108, -0.632, -4.212)  0.451
H (-2.754, 0.505, -4.320)  -0.052
H (-1.917, -1.662, -4.708)  0.244
H (-1.290, -1.183, -3.125)  -0.301
H (-2.590, -2.337, -3.230)  0.211
C (1.949, 0.388, 3.339)  1.512
C (2.085, 0.080, 4.815)  -1.152
C (1.446, 1.171, 5.757)  -0.328
C (1.995, 2.619, 5.663)  0.495
C (3.516, 2.630, 5.970)  0.489
C (4.103, 4.027, 6.232)  -1.488
H (2.350, -0.375, 2.716)  -0.632
H (2.398, 1.350, 3.028)  -0.844
H (0.894, 0.547, 3.094)  -0.008
H (1.644, -0.901, 5.089)  0.514
H (3.127, -0.047, 5.057)  0.569
H (1.546, 0.843, 6.794)  0.549
H (0.368, 1.125, 5.564)  -0.625
H (1.798, 2.960, 4.628)  -0.718
H (1.418, 3.277, 6.351)  0.579
H (3.775, 1.979, 6.817)  0.341
H (4.029, 2.174, 5.111)  -0.580
H (3.755, 4.412, 7.183)  0.438
H (5.192, 4.019, 6.222)  0.416
H (3.808, 4.716, 5.420)  0.203
C (-0.994, -2.348, 10.174)  -1.247
C (-0.655, -2.105, 8.667)  -0.325
C (-1.586, -1.107, 8.008)  -0.882
C (-1.378, -1.053, 6.473)  0.642
C (-2.373, -0.210, 5.706)  -0.850
C (-2.162, -0.350, 4.179)  0.903
H (-0.913, -1.367, 10.627)  0.314
H (-0.295, -3.072, 10.598)  0.374
H (-2.032, -2.671, 10.345)  0.306
H (0.348, -1.745, 8.557)  0.267
H (-0.651, -3.076, 8.134)  0.311
H (-1.395, -0.129, 8.465)  0.331
H (-2.650, -1.355, 8.167)  0.368
H (-0.345, -0.726, 6.338)  -0.712
H (-1.378, -2.072, 6.099)  0.035
H (-3.393, -0.622, 5.973)  0.431
H (-2.313, 0.841, 5.974)  0.340
H (-2.826, 0.303, 3.635)  0.396
H (-1.133, -0.146, 3.893)  -0.597
H (-2.336, -1.403, 3.867)  -0.557
C (-0.323, 4.408, -1.940)  -0.897
C (-1.694, 4.387, -1.286)  0.424
C (-2.166, 5.679, -0.593)  -0.671
C (-3.488, 5.470, 0.064)  0.396
C (-3.918, 6.781, 0.762)  -0.651
C (-5.388, 6.934, 1.139)  -1.242
H (-0.308, 5.055, -2.829)  0.541
H (-0.025, 3.434, -2.348)  -0.236
H (0.423, 4.713, -1.270)  0.132
H (-2.531, 4.047, -1.926)  0.574
H (-1.705, 3.523, -0.558)  -0.425
H (-2.317, 6.458, -1.325)  0.598
H (-1.507, 5.953, 0.248)  -0.071
H (-4.220, 5.172, -0.694)  0.548
H (-3.484, 4.654, 0.782)  -0.632
H (-3.213, 6.927, 1.606)  0.257
H (-3.675, 7.617, 0.085)  0.410
H (-5.574, 6.226, 1.959)  0.256
H (-5.544, 7.933, 1.545)  0.383
H (-6.000, 6.723, 0.245)  0.318
C (2.548, 1.662, -1.336)  -1.914
C (1.927, 0.853, -0.239)  2.385
C (0.613, 0.248, -0.629)  0.783
C (0.096, -0.739, 0.481)  0.381
C (-0.818, -1.805, -0.020)  1.838
C (-1.281, -2.732, 1.140)  -0.011
H (3.566, 2.035, -1.168)  0.517
H (2.037, 2.590, -1.513)  0.147
H (2.571, 1.114, -2.260)  -0.061
H (2.567, 0.059, 0.059)  -0.773
H (1.896, 1.416, 0.687)  -0.906
H (0.779, -0.359, -1.549)  -0.817
H (-0.091, 1.010, -0.837)  0.491
H (0.930, -1.141, 1.074)  -0.564
H (-0.452, -0.191, 1.235)  -0.112
H (-1.705, -1.341, -0.509)  -0.399
H (-0.340, -2.440, -0.763)  -0.523
H (-1.889, -2.154, 1.833)  0.038
H (-1.863, -3.553, 0.712)  -1.003
H (-0.415, -3.067, 1.708)  0.601
C (2.178, 4.377, 1.222)  -1.846
C (0.719, 3.881, 1.623)  2.284
C (0.125, 4.767, 2.714)  -1.872
C (-1.301, 4.468, 3.146)  0.005
C (-1.531, 3.143, 3.831)  1.629
C (-3.024, 2.985, 4.076)  -1.434
H (2.868, 4.309, 2.044)  0.320
H (2.060, 5.447, 1.027)  0.595
H (2.498, 3.814, 0.372)  0.203
H (0.027, 3.934, 0.785)  -0.124
H (0.811, 2.835, 1.920)  -0.788
H (0.100, 5.777, 2.275)  0.721
H (0.766, 4.910, 3.583)  0.389
H (-1.626, 5.313, 3.723)  0.713
H (-1.914, 4.447, 2.218)  -0.807
H (-1.088, 2.329, 3.236)  -0.667
H (-1.046, 3.181, 4.789)  0.074
H (-3.570, 2.817, 3.135)  -0.005
H (-3.273, 2.076, 4.688)  0.243
H (-3.486, 3.868, 4.505)  0.512
C (-0.551, -6.860, 2.261)  0.993
Cl (-1.784, -7.907, 2.943)  -0.184
Cl (0.610, -7.789, 1.365)  -0.176
H (-0.974, -6.112, 1.585)  -0.754
H (-0.037, -6.353, 3.091)  0.194

The spin multiplicity is 1. The HOMO energy comes out at -10.6836 eV. The largest force on an atom comes out at 2.67 eV Å⁻¹. Its total charge is 0. Its HOMO-LUMO gap is 0.417 Ha. The LUMO energy comes out at 0.7 eV.

***

- Which of these has the highest LUMO?
  C79H184Cl2

***

- The highest LUMO belongs to which entry?
  C79H184Cl2

***

- Among the records above, which one has the highest largest force on an atom?
  C6H8NS